[1]
Computed, not measured: C36H33AsN3O8PPtS as an isolated structure, with ωB97M-V/def2-TZVPD.

Computed properties:
Gap between HOMO and LUMO (spin up / spin down) = 7.218 / 5.531 eV
Energy relative to the best compared isomer or geometry (same formula, charge and spin) = 0.000 eV
Net charge = 0
F_max = 0.0070 hartree/bohr
HOMO energy (spin up / spin down) = -7.06 / -8.39 eV
Spin multiplicity = 3

XYZ file:
```
84
Properties=species:S:1:pos:R:3:forces:R:3
Pt -1.793967 0.315836 1.272080 0.092 0.314 0.155
As -1.488334 2.688515 -1.135311 0.059 -0.146 -0.021
S -4.516323 1.010032 -0.456558 -0.043 0.068 -0.071
P 0.095618 0.622893 2.388109 -0.125 -0.016 -0.056
O -0.728367 -0.374832 -1.219322 -0.011 -0.102 -0.134
O -3.245542 -2.107946 1.670054 0.069 0.047 0.074
O -0.027330 2.963888 -1.803752 0.001 0.022 -0.007
O -1.360713 2.076799 0.451864 -0.029 -0.092 0.080
O -3.654239 0.019781 0.309000 0.059 -0.053 0.026
O -4.347888 2.340604 0.072956 0.070 0.046 -0.021
O -5.845166 0.486236 -0.560641 -0.006 -0.021 -0.004
O -2.339732 4.188085 -0.903041 -0.014 0.046 -0.022
N 0.973247 -1.568918 -2.218733 0.187 0.010 -0.013
N -2.251164 -1.326453 2.168489 0.054 -0.242 -0.089
N 1.589110 -2.806001 -2.014721 -0.185 -0.039 -0.183
C -4.444413 0.285163 -3.064425 -0.009 -0.024 -0.007
C 2.917597 0.959864 -0.538199 -0.013 0.008 0.000
C -0.026078 4.867443 4.122583 0.015 0.006 -0.018
C -0.661874 3.819160 4.773142 0.000 -0.024 0.005
C -2.709218 0.861649 -4.618384 -0.001 0.012 0.015
C -1.636000 -2.043203 3.231432 -0.051 0.031 0.056
C -0.222598 -2.506216 5.093506 0.020 -0.002 0.018
C -2.059423 1.574776 -3.620949 0.003 0.017 -0.015
C -0.548524 -1.655563 3.978254 -0.085 -0.031 -0.076
C 3.754770 -0.643244 1.039508 0.010 -0.009 -0.005
C 1.753757 1.094835 0.203300 -0.018 0.008 -0.031
C 0.137999 2.292313 3.090971 0.062 0.032 -0.077
C 3.921276 0.097822 -0.121518 0.004 -0.007 0.003
C 0.764374 -2.188422 5.978779 -0.013 -0.004 -0.008
C 1.051148 0.401166 -3.619652 -0.040 -0.022 0.020
C 1.130146 -3.269703 -0.809661 0.022 0.023 0.130
C 0.765812 3.346884 2.436097 0.011 -0.017 0.028
C -3.901163 0.215059 -4.339570 -0.002 -0.008 0.003
C 0.982111 -0.979700 -3.508791 -0.053 -0.047 0.024
C 0.256721 -0.476414 3.802213 0.030 0.055 0.040
C 1.238034 -0.177275 4.737603 -0.001 -0.002 -0.025
C 2.989251 -2.901091 -2.386983 0.099 0.036 0.052
C 0.950163 -1.200875 -5.895734 -0.003 0.006 0.007
C 1.502846 -1.003452 5.819719 -0.001 -0.015 0.011
C -3.785681 0.991251 -2.070949 -0.005 0.004 0.020
C 1.078484 0.974108 -4.883088 0.005 -0.024 0.025
C 0.167474 -2.452651 -0.321345 0.044 -0.177 0.089
C 0.028006 -1.340002 -1.227454 -0.063 0.240 -0.023
C 1.600224 0.383289 1.394705 0.004 -0.021 0.011
C 2.601413 -0.500675 1.796602 -0.019 0.002 0.002
C 0.684055 4.629903 2.955973 -0.004 0.013 0.011
C -2.581326 1.636116 -2.336758 -0.038 0.047 -0.039
C 0.911309 -1.785428 -4.639728 0.046 0.006 -0.031
C 1.731787 -4.482382 -0.191700 -0.018 -0.035 -0.012
C -0.584426 2.536227 4.257624 -0.037 0.007 0.009
C 1.039566 0.179418 -6.019419 0.003 0.017 -0.033
H 0.825086 -2.858790 -4.527122 -0.001 -0.001 -0.006
H -0.423287 -2.609513 0.564800 -0.013 0.020 0.001
H -2.277260 0.813835 -5.610006 0.003 0.002 -0.001
H -1.226864 4.000329 5.677909 0.000 0.002 0.002
H 1.127235 2.052383 -4.968120 0.001 0.005 -0.001
H 3.281293 -3.948471 -2.369528 0.001 0.001 0.009
H 0.900365 -1.823823 -6.779167 0.003 -0.009 -0.003
H 0.976356 1.748351 -0.173137 -0.013 0.012 0.015
H 2.762709 -4.290709 0.113803 -0.001 0.002 0.003
H -0.807702 -3.406397 5.232140 -0.004 -0.007 -0.005
H 3.114666 -2.526843 -3.399676 -0.002 -0.015 -0.005
H 4.831613 0.003519 -0.700760 0.001 -0.005 -0.004
H 3.627936 -2.325606 -1.710508 -0.007 0.022 0.010
H 3.027606 1.539007 -1.445744 0.005 -0.011 -0.018
H 1.735317 -5.324355 -0.884887 0.003 0.004 -0.005
H -5.381434 -0.198549 -2.826317 -0.003 0.002 0.002
H -1.095073 1.725840 4.763563 -0.004 -0.015 -0.008
H 1.306142 3.184256 1.515016 0.001 -0.013 -0.002
H 1.167301 5.445603 2.435325 0.000 0.007 0.001
H 4.527812 -1.327158 1.367176 -0.001 -0.002 0.001
H 1.072814 0.633023 -7.001477 -0.006 0.005 -0.003
H -0.092481 5.871377 4.520974 -0.001 0.002 0.002
H 0.968838 -2.845525 6.813494 0.005 -0.003 0.004
H 1.028897 1.022486 -2.734054 0.020 0.049 0.000
H 1.162202 -4.761898 0.691605 0.000 0.003 0.000
H -4.417077 -0.339849 -5.112368 -0.001 -0.002 0.000
H -2.167969 -2.948417 3.488290 -0.005 -0.004 -0.027
H 2.489886 -1.086673 2.697707 -0.008 -0.003 0.027
H 1.820309 0.728313 4.611243 0.001 0.001 0.000
H -3.688624 -1.532192 0.993567 0.021 0.006 0.066
H -3.178481 3.968528 -0.466460 -0.076 -0.006 0.049
H 2.275235 -0.738169 6.527855 0.002 0.002 0.003
H -1.130174 2.087419 -3.823313 -0.003 0.001 0.001
```
Positions in Å, forces in eV/Å.

Atomic charges from the Mulliken analysis, expressed in e, are listed below: 2.361 0.136 1.319 0.267 -0.263 -0.573 -0.720 -0.315 -1.042 -0.750 -0.763 -0.635 1.239 0.619 -0.284 -0.635 -0.811 -0.494 -0.780 -0.603 -0.748 -1.189 -0.853 1.048 -0.820 -0.279 0.478 -1.012 -0.638 0.546 0.304 -0.171 -0.644 -0.466 0.070 -0.052 -1.064 -0.680 -0.776 0.403 -1.222 -0.693 0.121 1.758 -0.792 -0.897 -0.060 0.086 -1.754 -0.469 -0.600 0.495 0.501 0.432 0.412 0.448 0.418 0.419 -0.036 0.339 0.401 0.423 0.409 0.192 0.493 0.378 0.556 0.406 0.291 0.455 0.453 0.413 0.396 0.422 0.385 0.418 0.405 0.310 0.352 0.515 0.623 0.485 0.433 0.750

***

[2]
Computed, not measured: C36H33AuN4O5STe as an isolated structure, with ωB97M-V/def2-TZVPD.

Computed properties:
Gap between HOMO and LUMO (spin up / spin down) = 7.004 / 4.842 eV
Energy relative to the best compared isomer or geometry (same formula, charge and spin) = 1.169 eV
Net charge = +1
F_max = 0.0079 hartree/bohr
HOMO energy (spin up / spin down) = -10.31 / -10.31 eV
Spin multiplicity = 2

XYZ file:
```
81
Properties=species:S:1:pos:R:3:forces:R:3
Au 0.560644 -0.220028 0.096759 0.023 0.005 -0.068
Te 1.251360 0.078086 -3.951700 -0.171 0.175 0.012
S -5.527291 2.898328 4.290601 0.041 -0.032 0.012
O 0.842248 -1.352194 1.848584 0.098 -0.007 -0.042
O -1.080694 -7.189151 2.143673 -0.120 0.023 0.087
O 1.749844 1.419706 0.316143 -0.048 -0.049 0.035
O -2.117241 -7.569941 0.292010 -0.134 0.014 0.052
O -0.535450 -1.679051 -0.740571 -0.007 0.006 0.059
N -3.414371 4.345759 4.832229 0.009 0.012 0.024
N -1.227541 1.047738 1.728729 -0.020 0.003 -0.038
N 0.546214 0.992081 -1.468673 0.102 -0.165 -0.048
N -1.517431 -6.851558 1.063449 0.349 -0.101 -0.180
C -0.271211 -3.320804 1.030202 0.023 0.023 -0.016
C -3.448211 1.744534 2.277849 -0.006 0.040 -0.023
C 2.686102 -3.479482 -6.024924 -0.029 -0.008 0.011
C 4.022039 1.232345 -4.229756 0.004 -0.006 -0.032
C 3.325225 4.958340 -2.944961 -0.004 -0.003 0.008
C 2.849143 -2.873168 -3.614394 0.016 -0.019 -0.019
C 1.503616 -2.155084 -7.628699 0.002 -0.008 -0.013
C 1.660490 -1.426424 -5.356178 0.111 -0.076 0.085
C 2.043867 2.929073 -1.571731 -0.034 0.055 0.050
C -0.776438 1.794717 2.732436 -0.010 -0.015 0.000
C -2.543849 1.033293 1.512602 -0.006 -0.010 0.000
C -2.978178 2.530537 3.323241 -0.006 -0.018 -0.008
C -0.719482 -2.868344 -0.244463 -0.023 0.029 0.022
C 2.391720 -2.574992 -5.016353 -0.021 0.031 -0.032
C -1.242535 -5.479462 0.622202 -0.091 0.056 0.025
C 1.177010 -1.218603 -6.658144 0.010 -0.030 0.023
C 3.936583 4.375445 -1.842068 -0.015 0.016 -0.005
C 0.459200 -2.525269 1.965949 -0.071 -0.010 0.026
C 3.531740 1.676263 -5.580655 0.034 0.023 0.002
C -1.440174 -3.781023 -1.053677 0.002 0.023 -0.001
C 3.296338 3.361052 -1.148767 -0.022 0.047 0.015
C 4.974422 0.412480 -1.714683 0.025 -0.027 -0.050
C -1.605613 2.547847 3.548550 0.055 -0.037 0.032
C 5.307546 1.555750 -3.804490 0.005 0.021 0.021
C 1.412842 1.785067 -0.907494 0.019 0.062 -0.005
C 0.337525 -0.025092 -7.034922 -0.010 0.011 -0.016
C -3.942148 3.305562 4.169133 -0.030 0.024 0.004
C 2.067387 4.534646 -3.357609 -0.001 -0.013 0.002
C 5.780214 1.157246 -2.564246 -0.006 -0.041 0.016
C 2.263150 -3.282439 -7.335787 -0.003 0.003 -0.011
C -1.696577 -5.055572 -0.634693 -0.005 -0.004 0.017
C 1.423144 3.516913 -2.672793 0.023 0.003 0.008
C -0.550988 -4.640077 1.440659 -0.003 -0.003 0.002
C 3.229130 0.483970 -3.357539 0.019 -0.065 -0.062
C 2.604668 -4.284487 -8.399984 0.005 0.001 0.001
C 3.693251 0.072028 -2.116422 0.026 -0.051 0.008
H 3.686431 -4.381708 -8.502252 -0.002 -0.001 -0.002
H 2.825008 -3.947282 -3.432810 0.023 0.006 -0.009
H 2.210739 -2.404634 -2.863033 -0.026 0.011 0.020
H 4.913566 4.713670 -1.523138 0.000 0.000 -0.003
H -1.157527 3.097120 4.365683 -0.040 0.011 0.011
H 4.275876 2.297111 -6.076033 0.003 -0.002 -0.001
H -4.024043 4.896163 5.413669 0.001 0.007 -0.004
H 3.825634 5.756138 -3.478246 0.000 -0.003 -0.002
H 0.019225 -0.100555 -8.072570 -0.002 -0.001 0.000
H 5.942457 2.138451 -4.460635 0.002 -0.002 0.003
H 3.063231 -0.511243 -1.458904 -0.029 -0.014 0.034
H 3.761264 2.888295 -0.293291 -0.013 0.022 -0.011
H -4.508956 1.697786 2.077643 0.001 -0.004 0.001
H 0.433093 3.188332 -2.964963 -0.014 0.010 0.001
H 0.295660 1.788286 2.893654 -0.001 0.001 -0.004
H 3.328955 0.818952 -6.228479 -0.006 0.013 0.009
H 1.150217 -2.003138 -8.641915 0.000 0.000 0.001
H -2.247643 -5.749259 -1.253767 -0.001 0.001 0.002
H 5.337534 0.096228 -0.745937 0.000 -0.002 -0.001
H 0.888581 0.912537 -6.929524 -0.008 -0.008 -0.004
H -2.475604 4.668399 4.679088 -0.007 0.002 -0.038
H 1.585390 5.008918 -4.202400 -0.001 0.003 -0.002
H 3.871346 -2.528497 -3.449790 0.002 0.024 0.007
H 3.248509 -4.373575 -5.778416 -0.002 0.000 -0.003
H 2.194816 -3.996422 -9.365871 0.000 0.000 0.000
H 6.782907 1.427751 -2.260298 -0.001 0.003 -0.001
H 2.213087 -5.269346 -8.142050 0.000 0.000 0.001
H -1.786455 -3.427720 -2.015020 0.004 -0.003 0.001
H 0.709061 -3.016012 2.913454 -0.001 0.008 0.004
H 2.617370 2.271364 -5.494757 0.007 -0.004 0.002
H -2.888384 0.419680 0.687587 0.005 0.003 -0.003
H -0.565027 0.045722 -6.423186 0.006 0.005 0.001
H -0.217154 -4.995604 2.406674 -0.004 0.004 0.002
```
Positions in Å, forces in eV/Å.

Atomic charges from the Mulliken analysis, expressed in e, are listed below: 1.166 1.020 -0.353 -0.721 -0.608 -0.715 -0.610 -0.811 -0.346 0.015 -0.486 1.017 0.438 -0.644 -0.775 0.707 -0.513 -1.481 -0.947 0.722 0.521 -0.592 -0.475 0.980 0.676 0.838 -0.549 0.495 -0.578 0.056 -1.672 -0.545 -0.572 -0.807 -0.854 -0.769 0.489 -1.663 0.207 -0.726 -0.837 0.506 -0.466 -0.255 -0.501 0.975 -1.501 -0.556 0.347 0.570 -0.119 0.448 0.316 0.496 0.220 0.435 0.413 0.433 0.325 0.493 0.386 0.642 0.485 0.360 0.327 0.499 0.510 0.306 0.176 0.469 0.328 0.489 0.365 0.425 0.359 0.505 0.405 0.313 0.484 0.341 0.550

***

Q: Among the records above, which one has the lowest net charge?
A: C36H33AsN3O8PPtS

***

Q: Among the records above, which one has the lowest net charge?
A: C36H33AsN3O8PPtS

***

Q: Number 2 is which compound?
A: C36H33AuN4O5STe

***

Q: Number 2 is which compound?
A: C36H33AuN4O5STe